(1)
54
Properties=species:S:1:pos:R:3:nbo_charge:R:1 method="wB97M-V/def2-TZVPD" e_homo_ev="-3.74 / -8.07" spin_multiplicity=5 homo_lumo_gap_ev="4.20 / 6.17"
C 2.243 0.397 -3.684 -0.23
C 1.712 0.721 -2.434 0.12
N 0.882 -0.218 -1.861 -0.59
C 0.738 -1.447 -2.347 0.06
C 1.378 -1.831 -3.519 -0.13
C 2.119 -0.889 -4.205 -0.40
C 2.087 1.789 -1.677 -0.59
P 1.555 1.895 0.002 1.09
Rh -0.064 0.308 0.005 -0.09
P -1.226 -1.623 -0.395 1.12
C -0.084 -2.486 -1.577 -0.74
O 0.050 4.163 -3.066 -0.95
O -2.009 3.291 -1.194 -0.95
H 2.742 1.192 -4.230 0.19
H 1.309 -2.849 -3.845 0.20
H 2.616 -1.143 -5.162 0.21
C 3.120 1.378 0.777 -0.94
C 1.212 3.579 0.644 -0.95
H -0.684 -3.144 -2.240 0.23
H 0.577 -3.116 -0.952 0.23
H 0.760 3.597 -2.674 0.48
H 2.804 2.509 -2.097 0.22
C -1.545 -2.827 0.919 -0.96
C -2.763 -1.460 -1.362 -0.96
H -1.386 1.559 -0.905 0.12
H -1.930 3.906 -0.386 0.47
H -1.237 3.546 -1.725 0.49
H -0.264 3.611 -3.781 0.48
H 0.943 -0.600 0.852 -0.10
H -1.575 0.926 -0.619 -0.04
H 3.882 2.112 0.490 0.22
H 3.015 1.313 1.861 0.23
H 3.388 0.402 0.350 0.26
H 2.009 4.245 0.299 0.23
H 0.255 3.981 0.300 0.24
H 1.209 3.562 1.744 0.25
H -3.120 -2.453 -1.674 0.23
H -3.516 -0.979 -0.722 0.24
H -2.572 -0.839 -2.249 0.26
H -1.933 -3.755 0.482 0.23
H -0.618 -3.023 1.466 0.26
H -2.273 -2.405 1.617 0.25
Se -1.061 1.145 2.124 0.28
C -1.098 -0.310 3.260 -0.27
C 0.082 -0.962 3.674 -0.23
C 0.035 -2.113 4.472 -0.20
C -1.201 -2.603 4.914 -0.23
C -2.393 -1.934 4.565 -0.21
C -2.332 -0.794 3.757 -0.24
H 1.041 -0.582 3.328 0.22
H 0.967 -2.638 4.742 0.22
H -1.244 -3.508 5.548 0.22
H -3.359 -2.317 4.921 0.22
H -3.246 -0.277 3.469 0.22

(2)
108
Properties=species:S:1:pos:R:3:mulliken_charge:R:1 method="wB97M-V/def2-TZVPD" e_homo_ev=-8.98 spin_multiplicity=1 e_above_lowest_kj_mol=15.2 homo_lumo_gap_ev=9.20
C -6.546 -0.529 -3.865 -0.54
O -5.856 -1.740 -3.779 -0.38
C -4.429 -1.610 -3.821 -0.77
C -3.854 -1.002 -2.550 1.33
C -2.329 -1.086 -2.596 -1.63
N -4.334 -1.894 -1.443 -0.69
H -7.618 -0.646 -3.714 0.28
H -6.365 -0.050 -4.836 0.32
H -6.238 0.167 -3.070 0.12
H -4.088 -2.625 -3.995 0.33
H -4.243 -0.942 -4.675 0.40
H -4.190 0.010 -2.312 -0.15
H -1.909 -0.655 -1.694 0.05
H -1.894 -0.630 -3.489 0.46
H -2.093 -2.148 -2.695 0.46
H -5.307 -2.099 -1.682 0.38
H -4.506 -1.323 -0.617 0.08
C -5.305 -2.260 2.280 -0.79
O -5.108 -1.293 1.272 -0.44
C -4.420 -0.134 1.679 -0.03
C -5.251 1.115 1.551 0.64
C -5.896 1.284 0.187 -1.19
N -4.425 2.320 1.862 -0.65
H -4.842 -3.203 1.976 0.23
H -6.368 -2.472 2.419 0.27
H -4.851 -2.033 3.246 0.35
H -3.958 -0.226 2.674 0.66
H -3.462 -0.092 1.134 -0.56
H -6.042 1.031 2.310 0.16
H -6.370 2.262 0.108 0.51
H -6.628 0.497 0.012 0.33
H -5.128 1.235 -0.591 0.03
H -4.246 2.244 2.865 0.28
H -5.081 3.098 1.831 0.27
C 6.765 -3.514 5.532 -0.77
O 5.859 -2.612 4.964 -0.27
C 4.893 -3.221 4.131 -0.79
C 4.271 -2.186 3.215 0.87
C 3.828 -0.900 3.909 -1.10
N 3.151 -2.774 2.491 -0.55
H 6.292 -4.145 6.295 0.30
H 7.456 -2.895 6.108 0.25
H 7.308 -4.115 4.800 0.31
H 5.389 -3.968 3.497 0.38
H 4.118 -3.692 4.747 0.34
H 5.081 -1.845 2.546 0.06
H 4.648 -0.563 4.539 0.46
H 2.904 -1.064 4.469 0.29
H 3.607 -0.132 3.166 -0.03
H 2.669 -2.049 1.969 0.14
H 3.499 -3.407 1.776 0.24
C 1.768 5.519 -1.182 -0.69
O 2.858 4.637 -1.057 -0.42
C 2.546 3.525 -0.233 -0.21
C 3.690 2.495 -0.389 2.57
C 3.601 1.350 0.607 -1.83
N 5.006 3.172 -0.220 -0.81
H 0.906 5.040 -1.659 0.18
H 2.090 6.335 -1.829 0.32
H 1.422 5.946 -0.233 0.30
H 2.464 3.759 0.836 0.45
H 1.624 3.098 -0.650 -0.20
H 3.654 2.134 -1.419 -1.59
H 2.703 0.773 0.342 0.36
H 3.511 1.707 1.629 0.52
H 4.387 0.630 0.388 0.35
H 5.122 3.365 0.770 0.33
H 4.915 4.053 -0.715 0.32
N 3.910 2.250 -3.977 -0.21
C 3.045 1.925 -4.981 0.49
N 2.476 0.692 -4.783 -0.30
O 2.760 2.671 -5.898 -0.66
H 4.341 3.147 -3.866 0.20
H 4.038 1.590 -3.226 -0.02
H 2.056 0.158 -5.520 0.18
H 2.399 0.276 -3.871 0.24
N -0.498 -2.903 2.073 -0.12
C -1.291 -3.389 3.074 0.61
N -2.373 -4.092 2.584 -0.42
O -1.093 -3.162 4.252 -0.65
H 0.231 -2.238 2.261 -0.02
H -0.728 -3.136 1.126 0.13
H -3.151 -4.364 3.151 0.24
H -2.492 -4.085 1.587 0.19
N -2.860 3.997 -1.991 -0.50
C -1.744 3.374 -1.530 0.64
N -1.265 3.845 -0.333 -0.27
O -1.228 2.408 -2.076 -0.77
H -3.052 4.918 -1.645 0.19
H -3.126 3.655 -2.898 0.27
H -1.936 4.370 0.201 0.18
H -0.469 3.421 0.101 0.17
N 3.100 -2.372 -1.047 -0.23
C 3.708 -1.403 -1.780 0.46
N 4.836 -1.826 -2.426 -0.48
O 3.245 -0.276 -1.921 -0.63
H 3.484 -3.297 -0.981 0.19
H 2.232 -2.174 -0.573 -0.04
H 5.371 -1.122 -2.899 0.23
H 5.188 -2.749 -2.258 0.15
N -0.802 0.090 0.946 -0.09
C 0.372 -0.203 0.317 0.18
N 0.465 0.302 -0.930 0.68
O 1.227 -0.920 0.846 -0.42
H -0.924 -0.221 1.892 0.22
H -1.498 0.666 0.508 -0.09
H -0.147 1.029 -1.263 -0.06
H 1.364 0.117 -1.363 -0.02

(3)
60
Properties=species:S:1:pos:R:3:nbo_charge:R:1 method="wB97M-V/def2-TZVPD" e_homo_ev=-11.15 spin_multiplicity=1 e_above_lowest_kj_mol=41.4 homo_lumo_gap_ev=8.01 charge=+1
Ga -0.151 -0.232 -0.254 1.21
Br 1.003 0.110 2.948 0.11
C 2.874 0.237 2.495 -0.53
Br 3.232 0.239 0.601 0.10
H 3.379 -0.616 2.925 0.24
H 3.240 1.167 2.904 0.23
N 0.016 0.443 -2.370 -0.69
N -1.291 0.296 -2.848 -0.52
C -2.353 -0.028 -1.978 0.88
O -3.481 -0.060 -2.386 -0.60
O -1.953 -0.278 -0.746 -0.94
H 0.336 1.403 -2.467 0.39
H 0.638 -0.168 -2.890 0.40
H -1.516 0.620 -3.774 0.41
N 1.560 4.918 1.196 -0.77
C 0.619 4.118 0.643 0.37
C 0.766 2.717 0.621 -0.02
N -0.154 1.949 0.067 -0.51
C -1.247 2.534 -0.459 -0.07
C -1.371 3.908 -0.427 0.05
N -0.451 4.701 0.111 -0.40
H 2.396 4.552 1.610 0.40
H 1.431 5.913 1.144 0.42
H 1.641 2.247 1.042 0.21
H -2.012 1.903 -0.877 0.24
H -2.240 4.392 -0.855 0.23
C -2.699 -3.585 3.679 -0.18
C -3.160 -2.780 2.644 -0.23
C -2.346 -2.518 1.552 -0.14
C -1.054 -3.064 1.484 -0.51
C -0.612 -3.886 2.524 -0.22
C -1.431 -4.143 3.616 -0.20
Si 0.016 -2.746 0.022 1.36
C 1.779 -3.249 0.249 -0.48
C 2.412 -2.990 1.472 -0.23
C 3.715 -3.405 1.703 -0.21
C 4.402 -4.112 0.722 -0.18
C 3.786 -4.393 -0.488 -0.21
C 2.484 -3.964 -0.725 -0.19
C -0.690 -3.129 -1.637 -0.59
C 0.050 -2.863 -2.799 -0.21
C -0.456 -3.168 -4.053 -0.20
C -1.718 -3.739 -4.164 -0.18
C -2.468 -4.000 -3.027 -0.21
C -1.958 -3.700 -1.769 -0.10
H -3.332 -3.778 4.536 0.22
H -4.155 -2.353 2.687 0.23
H -2.712 -1.885 0.751 0.23
H 0.372 -4.339 2.480 0.22
H -1.078 -4.780 4.418 0.22
H 1.866 -2.474 2.256 0.21
H 4.197 -3.193 2.652 0.22
H 5.415 -4.449 0.907 0.23
H 4.311 -4.969 -1.241 0.23
H 2.016 -4.201 -1.672 0.22
H 1.039 -2.419 -2.714 0.20
H 0.131 -2.967 -4.941 0.22
H -2.123 -3.969 -5.142 0.23
H -3.454 -4.438 -3.116 0.23
H -2.559 -3.899 -0.890 0.22

(4)
60
Properties=species:S:1:pos:R:3:nbo_charge:R:1 method="wB97M-V/def2-TZVPD" e_homo_ev=-7.70 spin_multiplicity=1 e_above_lowest_kj_mol=16.5 homo_lumo_gap_ev=7.97
Ag 10.567 12.368 9.640 0.81
N 9.266 12.926 12.240 -0.66
N 9.093 14.221 11.750 -0.43
C 9.964 14.767 10.915 0.31
N 9.472 15.803 10.203 -0.78
S 11.576 14.285 10.828 -0.31
H 8.482 12.344 12.017 0.38
H 9.458 12.987 13.243 0.37
H 8.164 14.423 11.516 0.38
H 8.527 15.760 9.949 0.39
H 10.060 15.939 9.389 0.42
O 6.428 11.978 7.769 -0.99
S 7.191 12.173 8.988 2.32
O 7.457 13.583 9.306 -1.02
N 8.551 11.355 8.949 -1.05
C 8.501 10.003 8.652 0.26
C 7.387 9.298 8.149 -0.31
C 7.551 7.971 7.734 -0.18
C 8.701 7.236 7.957 -0.24
C 9.767 7.821 8.697 -0.08
C 10.904 7.159 9.223 -0.13
C 11.857 7.815 9.945 -0.26
C 11.647 9.183 10.156 0.06
N 10.664 9.851 9.679 -0.48
C 9.646 9.208 8.994 0.10
C 6.309 11.647 10.441 -0.34
C 5.038 12.113 10.717 -0.14
C 4.508 11.904 11.940 -0.22
C 5.124 11.065 12.868 -0.20
C 6.356 10.539 12.570 -0.20
C 6.979 10.825 11.355 -0.24
H 6.444 9.837 7.892 0.25
H 6.647 7.437 7.305 0.22
H 8.693 6.146 7.646 0.22
H 11.015 6.143 9.022 0.21
H 12.805 7.350 10.347 0.23
H 12.344 9.781 10.743 0.19
H 4.513 12.662 9.948 0.22
H 3.637 12.347 12.312 0.22
H 4.666 10.823 13.822 0.22
H 6.913 9.957 13.316 0.22
H 7.996 10.592 11.210 0.24
N 13.959 14.267 6.634 -0.62
N 13.144 13.170 6.378 0.15
N 12.585 12.889 5.228 -0.26
C 11.893 11.827 5.486 0.10
N 12.062 11.416 6.771 -0.28
N 12.889 12.297 7.326 -0.06
H 13.540 14.827 7.338 0.39
H 14.217 14.776 5.786 0.40
H 11.405 11.228 4.760 0.22
N 6.781 14.924 6.887 -0.80
C 7.957 14.619 6.316 0.66
O 8.971 15.296 6.433 -0.64
C 7.957 13.294 5.502 -0.57
I 8.288 13.730 3.377 0.06
H 6.712 15.695 7.522 0.39
H 6.142 14.197 7.141 0.41
H 6.995 12.794 5.527 0.24
H 8.781 12.717 5.840 0.24

(5)
18
Properties=species:S:1:pos:R:3:nbo_charge:R:1 method="wB97M-V/def2-TZVPD" e_homo_ev=-14.27 spin_multiplicity=1 e_above_lowest_kj_mol=699.7 homo_lumo_gap_ev=4.81 charge=+1
C -1.169 0.135 1.728 0.02
C -1.308 -0.852 0.742 0.16
N -0.438 1.207 1.568 -0.37
H -1.650 -0.070 2.681 0.25
H -1.923 -1.729 0.906 0.24
H -0.795 -0.765 -0.209 0.28
H 2.298 -1.453 -6.541 -0.01
H 0.209 1.319 0.698 0.48
H -0.507 1.920 2.294 0.44
H 1.198 1.659 -1.170 0.49
H 2.368 -1.114 -7.185 0.01
O 0.624 1.071 -0.667 -1.06
H -0.149 0.147 -1.777 0.50
H -0.518 -0.535 -3.172 0.50
O -0.641 -0.575 -2.223 -0.97
H 2.578 -1.164 1.078 0.49
H 1.543 -0.504 0.283 0.49
O 1.726 -0.744 1.208 -0.94

(6)
150
Properties=species:S:1:pos:R:3:mulliken_charge:R:1 method="wB97M-V/def2-TZVPD" e_homo_ev=-9.63 spin_multiplicity=1 homo_lumo_gap_ev=9.65
C -1.654 -11.388 3.772 -1.10
C -2.553 -11.094 2.609 0.82
O -3.693 -11.519 2.577 -0.55
C -1.967 -10.289 1.428 -1.03
H -1.122 -10.485 4.072 0.32
H -0.790 -12.021 3.570 0.32
H -2.199 -11.766 4.637 0.30
H -1.094 -10.802 1.025 0.31
H -1.746 -9.285 1.790 0.30
H -2.727 -10.170 0.655 0.29
C 5.957 -2.506 6.841 -0.89
C 7.237 -2.189 6.125 0.75
O 7.299 -1.090 5.531 -0.58
C 8.358 -3.214 6.159 -1.07
H 5.962 -2.312 7.913 0.27
H 5.847 -3.576 6.665 0.30
H 5.197 -1.910 6.334 0.28
H 8.428 -3.785 7.084 0.33
H 9.303 -2.843 5.763 0.31
H 7.979 -3.975 5.477 0.30
O 2.199 5.910 -6.327 -0.58
C 2.601 5.635 -7.448 0.74
O 2.983 6.429 -8.459 -0.32
C 2.681 7.852 -8.328 -0.29
C 3.943 8.714 -8.353 -1.05
C 2.850 4.173 -7.806 -0.93
H 2.079 8.125 -7.461 0.33
H 1.994 8.149 -9.121 0.34
H 4.564 8.406 -7.512 0.28
H 3.720 9.775 -8.243 0.35
H 4.505 8.459 -9.252 0.28
H 3.577 3.683 -7.159 0.29
H 3.289 4.062 -8.797 0.28
H 1.971 3.581 -7.549 0.26
O 1.829 0.078 1.472 -0.57
C 0.909 -0.218 0.681 0.66
O -0.158 -1.017 0.923 -0.26
C -0.619 -1.186 2.278 -0.18
C -1.901 -1.962 2.225 -1.17
C 1.102 0.090 -0.873 -0.89
H -0.780 -0.237 2.788 0.30
H 0.107 -1.698 2.910 0.30
H -1.761 -2.949 1.785 0.30
H -2.623 -1.443 1.595 0.30
H -2.300 -2.047 3.236 0.38
H 0.557 -0.618 -1.497 0.29
H 2.161 -0.052 -1.091 0.28
H 0.769 1.096 -1.125 0.26
O -6.463 2.886 -1.758 -0.62
C -5.754 2.544 -2.725 0.72
O -6.161 1.762 -3.717 -0.24
C -7.559 1.471 -3.942 -0.33
C -7.808 1.136 -5.432 -1.01
C -4.377 3.088 -2.915 -0.89
H -8.246 2.240 -3.588 0.35
H -7.829 0.605 -3.338 0.29
H -8.818 0.744 -5.552 0.37
H -7.079 0.425 -5.821 0.26
H -7.819 2.103 -5.935 0.28
H -3.891 3.384 -1.985 0.28
H -4.373 3.917 -3.623 0.23
H -3.829 2.273 -3.387 0.31
O -3.560 7.510 2.023 -0.56
C -3.705 6.623 2.875 0.70
O -4.741 6.447 3.780 -0.31
C -5.768 7.372 4.003 -0.18
C -6.786 7.418 2.921 -1.09
C -2.635 5.551 2.960 -1.05
H -5.319 8.337 4.237 0.31
H -6.301 7.145 4.926 0.27
H -7.481 8.255 2.988 0.34
H -7.356 6.493 2.847 0.30
H -6.352 7.446 1.921 0.32
H -1.829 5.684 2.238 0.32
H -3.102 4.585 3.152 0.32
H -2.115 5.602 3.916 0.32
O -2.448 3.552 -9.569 -0.60
C -3.350 3.295 -8.820 0.76
O -3.540 2.138 -8.289 -0.24
C -2.895 0.949 -8.817 -0.22
C -2.809 -0.054 -7.693 -1.11
C -4.440 4.286 -8.393 -0.96
H -1.851 1.112 -9.083 0.28
H -3.403 0.519 -9.680 0.29
H -2.234 0.344 -6.856 0.30
H -2.306 -0.958 -8.037 0.39
H -3.798 -0.288 -7.300 0.24
H -4.094 5.305 -8.571 0.32
H -4.902 4.257 -7.407 0.27
H -5.216 3.994 -9.101 0.26
O -3.221 4.118 10.522 -0.54
C -3.298 3.084 11.147 0.69
O -4.011 1.930 10.751 -0.36
C -4.634 1.916 9.411 -0.20
C -3.535 1.393 8.455 -1.08
C -2.853 2.948 12.538 -0.90
H -4.986 2.904 9.115 0.28
H -5.494 1.248 9.469 0.31
H -3.937 0.938 7.550 0.36
H -3.007 0.611 9.000 0.30
H -2.798 2.153 8.193 0.29
H -3.528 3.514 13.180 0.24
H -1.826 3.306 12.615 0.31
H -2.767 1.886 12.765 0.30
O 3.307 -8.483 1.759 -0.60
C 3.670 -7.577 1.043 0.72
O 4.154 -7.646 -0.135 -0.30
C 4.564 -8.831 -0.856 -0.24
C 6.084 -8.927 -0.813 -1.08
C 3.374 -6.170 1.461 -0.90
H 4.177 -8.736 -1.871 0.26
H 4.011 -9.675 -0.443 0.34
H 6.552 -8.849 0.168 0.31
H 6.502 -8.004 -1.214 0.31
H 6.444 -9.796 -1.364 0.35
H 3.361 -6.155 2.551 0.31
H 2.357 -6.025 1.096 0.22
H 4.165 -5.507 1.112 0.31
Br 9.563 2.039 0.386 -0.16
C 9.631 0.042 0.322 -0.58
C 8.281 -0.467 -0.144 -0.58
Br 8.182 -2.443 0.007 -0.17
H 9.809 -0.217 1.365 0.35
H 10.533 -0.257 -0.212 0.39
H 8.031 -0.221 -1.176 0.38
H 7.575 0.069 0.491 0.38
Br 3.733 8.180 -0.015 -0.16
C 4.854 7.121 -1.223 -0.52
C 5.367 8.108 -2.277 -0.68
Br 7.018 7.382 -3.160 -0.18
H 4.381 6.263 -1.702 0.37
H 5.637 6.741 -0.567 0.36
H 5.616 9.037 -1.763 0.40
H 4.605 8.419 -2.991 0.40
Br -6.718 -6.414 4.844 -0.12
C -5.460 -6.954 6.312 -0.68
C -6.021 -6.819 7.763 -0.58
Br -6.387 -4.903 8.193 -0.12
H -4.534 -6.380 6.344 0.36
H -5.086 -7.928 5.995 0.42
H -5.338 -7.267 8.484 0.37
H -6.972 -7.336 7.888 0.35
Br 5.118 -1.750 -8.954 -0.18
C 3.836 -2.944 -7.874 -0.61
C 4.386 -2.977 -6.436 -0.59
Br 3.189 -4.082 -5.304 -0.17
H 3.764 -3.892 -8.409 0.40
H 2.826 -2.540 -7.938 0.38
H 4.413 -1.942 -6.096 0.38
H 5.418 -3.310 -6.326 0.40

no.,electronic energy (a.u.)
1,-4065.510994
2,-2282.402255
3,-8715.993334
4,-2806.842936
5,-363.384350
6,-23446.582243